131
Properties=species:S:1:pos:R:3:forces:R:3 method="wB97M-V/def2-TZVPD" e_homo_ev=-9.0 mol_weight_g_mol=1152.7 gap_ev=6.2 smiles="CCCC1=C(I)C(=O)C(CN)=C(CCC(=O)Nc2ccccc2)C1=O.COP(=O)(OC)OC.COP(=O)(OC)OC.COP(=O)(OC)OC.COP(=O)(OC)OC.COP(=O)(OC)OC" lumo_ev=-2.80 spin_multiplicity=1 energy_ev=-140914.950 fmax_ha_per_bohr=0.2007
H -5.661766 3.675298 -2.430775 2.1 -0.4 -0.4
H 4.672707 -1.398774 2.458127 0.0 -0.1 -0.3
C -0.750143 -1.240445 -2.379282 -0.1 0.8 0.8
H -2.475074 -2.376062 -0.698212 0.9 1.0 1.8
H -5.405686 0.321854 -0.785469 -0.6 0.9 -2.3
C 5.200595 -0.708670 1.793303 0.5 0.2 0.7
H 7.877923 2.066134 -0.647473 -0.1 -0.2 0.0
H 7.872089 7.444746 -5.824237 -0.2 0.0 0.0
H -12.414438 -5.180230 0.118650 0.1 -0.2 0.0
C -8.728478 -3.878339 0.541972 0.5 -0.1 -0.7
C -1.958339 -1.656937 0.067801 0.1 0.4 -0.4
H 7.010604 4.949942 4.926473 0.1 0.1 -0.1
O 4.192396 0.938244 -0.524590 0.9 -0.4 -1.7
O 5.305883 -7.253132 3.970422 3.1 -0.2 -2.0
C -3.350847 -0.322247 -3.168340 -1.3 -3.1 -1.7
C -9.280373 3.862481 0.724004 0.1 -3.5 -2.0
C -2.353610 2.419516 -3.889941 1.5 2.9 -2.9
O -9.461650 -6.051607 2.172651 0.6 1.6 0.9
H 7.605299 0.461445 3.417749 -0.1 -0.1 -0.3
C 8.235522 0.913768 2.646415 -0.3 -0.4 -0.5
H -8.735351 -3.186746 -0.304324 -0.3 -0.3 0.5
H 0.355903 -1.208981 -0.267087 -2.0 0.2 -1.0
H 2.075151 4.579402 -3.433710 0.1 0.2 -0.1
C -12.209491 -5.871106 0.940495 -0.2 0.1 -0.8
O 9.305977 1.631002 3.237378 -1.6 -1.7 2.8
C 7.403978 6.571785 -5.362312 0.7 0.1 0.0
H 8.653239 0.123505 2.017701 0.0 0.0 0.1
O 3.831586 -1.118282 -1.489111 3.3 -0.2 -1.4
H -4.484002 4.391670 -3.715458 0.0 -1.5 2.1
N -9.265376 -0.429849 -1.340352 2.3 1.9 -0.4
H -11.411528 -6.559124 0.654389 0.1 0.1 0.1
H -8.926261 4.700070 -1.591246 -0.4 -2.0 1.7
O 6.468726 0.670081 -0.140298 1.0 -2.5 -2.5
C -7.806829 -0.852430 -1.288052 2.1 -3.6 3.8
C -9.485680 1.006823 0.937033 0.6 4.2 -2.8
H 6.915319 -7.750718 5.179110 -0.1 -0.2 0.2
P -10.309865 -4.805315 2.455287 -0.8 -9.6 -3.8
C -9.288246 0.959632 -0.693079 0.0 2.6 1.3
H 7.291170 5.138816 3.185976 0.0 -0.3 0.0
H 7.709865 -4.942175 1.658016 0.1 0.3 -0.3
H 5.647947 -8.987729 5.002987 0.1 0.1 -0.1
H -2.791269 -0.863151 0.380982 2.0 -1.6 -0.7
O 8.563023 3.254819 6.201039 -1.6 -3.3 -0.2
C 3.583091 -5.703499 2.599821 -0.6 -0.6 -0.1
C -11.559546 -4.683513 4.810368 -0.4 0.1 0.6
C 7.691809 4.705726 4.107291 -0.4 0.6 0.5
C -9.072972 2.275564 -1.666210 -0.7 0.5 5.2
P 5.074969 5.315506 -5.226933 2.6 -8.5 -5.3
H 3.026075 -5.020586 1.951544 0.3 0.0 0.0
O -3.809183 -1.462958 -3.690848 2.7 6.9 3.4
C -4.529835 3.739772 -2.716413 0.6 0.3 -1.3
H -9.449518 -0.281040 -2.377190 0.1 -0.1 1.7
P 8.934482 2.442878 4.719148 3.9 8.8 -3.8
H -9.608051 -0.004972 1.519492 0.3 2.3 -1.3
H 7.644586 1.585384 2.020631 -0.1 -0.1 0.1
H 3.878115 -3.063723 -0.813933 0.2 0.0 0.0
P 6.022050 -5.712405 3.644085 -8.6 4.6 3.4
H 7.138282 6.814716 -4.330237 0.3 0.0 -0.1
O 3.898986 4.404051 -4.344262 0.6 3.6 0.5
O -7.395054 -1.688001 -0.310907 -2.1 6.1 -6.2
H -8.265138 -3.385557 1.400616 0.1 0.0 -0.3
C -1.191035 1.342896 -3.354492 -3.4 -3.7 0.8
H -3.549855 3.935132 -0.818237 -0.4 0.7 -1.1
C -9.088206 3.757430 -0.910213 -0.3 -3.7 1.8
H 5.339651 -7.555974 6.008899 0.2 0.1 -0.1
O -2.101804 3.301824 -4.859908 -1.8 -5.4 6.2
C -3.807688 2.312647 -3.069805 -0.9 -3.1 0.6
H 8.044385 -3.237258 2.050282 0.0 -0.1 0.0
H 5.056265 5.643600 -8.376800 0.1 -0.2 0.0
H -11.573108 -3.621060 4.550092 -0.3 -0.1 0.3
H 8.116604 5.741981 -5.379678 -0.2 0.0 0.1
C 2.590444 4.948877 -4.323793 -0.9 0.1 0.2
H -3.980689 5.436983 -1.529647 0.3 -1.4 -0.2
H -7.470562 0.225796 -3.310643 1.6 -1.1 1.7
H -8.152374 -4.765871 0.264298 -0.1 0.0 0.3
H 5.615218 4.116279 -7.635819 0.0 0.1 0.2
O 4.967527 -5.489202 2.395494 1.7 -0.1 -0.2
H -6.304661 -1.260309 -2.955121 -0.6 2.0 1.0
H 3.283907 -5.524716 3.634469 0.2 0.0 0.0
H -11.338450 -4.787529 5.875536 0.1 0.1 -0.1
O 4.155141 5.186536 -6.590055 -0.5 0.8 1.4
H 6.763668 1.617589 -1.960749 0.1 0.3 0.1
O 6.035333 4.122148 -5.148212 -0.2 1.4 1.4
O 5.180446 -1.242773 0.482326 0.3 -0.6 -1.6
C -4.324270 0.953394 -2.695276 1.5 3.4 -1.3
O -11.888420 -5.128157 2.102078 0.4 1.1 1.2
P 5.150122 -0.224160 -0.814720 -6.1 3.7 7.4
I 0.950000 1.850657 -3.150325 -2.2 -0.6 -0.2
O 6.738167 -4.171779 3.317835 1.7 -3.1 -0.7
H 8.890639 3.128115 8.218125 -0.1 -0.1 -0.2
H -0.840278 0.216691 -0.600676 0.7 -2.5 -0.3
H -1.202537 -2.319370 -2.544461 0.9 2.4 0.0
C -5.713827 0.769992 -1.848310 0.4 -1.2 0.7
H -12.532477 -5.135336 4.607542 0.0 0.2 -0.1
C 7.268891 -4.006389 2.013798 0.4 0.4 -0.6
O -10.555800 -5.362235 4.074592 0.4 3.5 -0.7
O 7.749534 3.299329 3.955468 0.0 -1.7 0.1
C 4.752765 4.764715 -7.802180 0.3 0.3 -0.7
O 5.413930 -5.139315 4.930303 1.8 -0.7 -0.2
H 3.333342 -6.728669 2.314527 -0.1 0.1 0.1
O -10.063856 -4.248384 0.835863 -0.8 2.6 2.7
C -6.783963 -0.299311 -2.490259 -1.1 -0.4 0.3
H -8.919919 2.122234 -2.819941 -0.4 0.5 2.6
O 10.260390 3.206790 4.614248 -0.3 -1.8 0.8
C 6.842160 1.813595 -0.888271 0.3 0.8 -0.1
H 0.358366 -1.148149 -2.799659 -2.6 -0.2 0.7
H 4.007825 4.213761 -8.383914 -0.1 0.1 0.3
H -1.575094 -2.190741 1.044030 -1.0 0.9 -2.1
C -9.482470 2.508999 1.641985 0.5 -0.7 -3.8
H 9.672565 1.853980 7.252404 0.1 0.2 0.2
C 9.413190 2.915410 7.282037 0.4 0.2 0.6
H 2.630800 6.041429 -4.285911 -0.4 -0.1 0.0
H 8.673472 5.142753 4.300465 0.0 -0.2 0.0
O 6.251085 6.226994 -6.109638 -2.3 2.1 2.0
C 5.837461 -7.916053 5.103780 -0.1 -0.5 0.6
H -6.301263 1.755647 -1.623854 1.5 -1.7 -0.7
H 3.406166 -2.838835 -2.511334 0.1 0.1 0.0
H 6.479553 -3.677788 1.334942 0.0 -0.1 -0.1
H 4.718024 0.268999 1.850393 0.0 0.0 -0.2
H -13.116644 -6.449990 1.137637 0.1 0.2 0.2
C -1.714526 -0.030517 -2.981063 1.2 2.7 -1.1
H 10.321544 3.523687 7.241978 -0.1 -0.2 -0.1
H -9.249859 4.932584 1.210290 -0.1 -2.5 -1.0
H 6.236799 -0.629956 2.132164 -0.2 0.0 0.0
C 4.080123 -2.494144 -1.723136 -0.2 -0.7 -0.3
N -3.653036 4.461190 -1.712804 -0.9 -0.4 0.0
H 6.203051 2.658211 -0.614637 0.0 -0.2 -0.2
H 5.114435 -2.647419 -2.044756 -0.2 -0.3 0.0
H -9.624507 2.572184 2.820954 0.4 0.0 -2.9
C -0.687669 -0.956837 -0.732208 -0.8 1.3 0.1
H 2.042108 4.620844 -5.209005 0.0 0.1 0.0